Below is 2 unconnected molecules or ions with the total composition C2H2BrO2S in a non-equilibrium geometry, with properties calculated with ωB97M-V with the def2-TZVPD basis set.

Values from the calculation:
* total charge: -1
* relative energy (zero: lowest compared OMol25 entry of this formula, charge and spin): 3.0529 eV
* orbital gap (spin up / spin down): 7.6 / 6.2 eV
* HOMO (spin up / spin down): -4.5 / -3.9 eV
* maximum force: 0.054 Eh/bohr

Each atom is followed by the atoms it is bonded to, with distances in Å.
Atoms and positions in Å:
1 C 0.891 -0.782 0.232  C2 1.583, O3 1.192, O4 1.263
2 C 0.015 0.503 0.533  C1 1.583, Br6 1.907, H7 1.151
3 O 0.668 -1.520 -0.678  C1 1.192
4 O 1.693 -0.684 1.203  C1 1.263
5 S -2.296 0.117 -1.302  H8 1.311
6 Br 0.856 2.191 0.256  C2 1.907
7 H -0.685 0.546 1.446  C2 1.151
8 H -1.143 -0.371 -1.690  S5 1.311